Entry from the Open Molecules 2025 dataset: C20H26F15NiO11 as an isolated structure at a distorted geometry (the ωB97M-V functional and the def2-TZVPD basis).

Each line ends with the Mulliken charge.
CARTESIAN COORDINATES (ANGSTROEM)
Ni: 2.6315 1.3595 0.9004  0.9046
O: 1.4926 -0.1132 0.7466  0.0048
H: 0.8111 -0.7475 0.5410  -0.0823
C: 3.1021 -3.1614 -2.4965  -1.4449
C: 3.2347 -1.9162 -1.6074  0.3830
O: 4.3031 -1.1060 -2.1396  -0.2697
C: 4.4963 0.0902 -1.6505  0.1015
O: 3.9766 0.4999 -0.6430  -0.5103
C: 5.6594 0.8367 -2.3307  0.8980
F: 6.6677 0.0071 -2.5627  -0.2185
F: 5.2430 1.3966 -3.4733  -0.2298
F: 6.0860 1.8042 -1.5157  -0.2325
H: 2.2667 -3.7291 -2.0897  0.3906
H: 3.9887 -3.7938 -2.4728  0.3668
H: 2.9665 -2.8713 -3.5376  0.3727
H: 3.5549 -2.2915 -0.6362  0.3121
H: 2.3359 -1.3092 -1.6815  -0.0537
C: -2.4185 1.5113 2.0301  -1.2776
C: -0.9229 1.4468 2.2476  0.4281
O: -0.4907 2.6341 2.9180  -0.1975
C: 0.7707 2.8370 3.1284  0.4303
O: 1.6693 2.1132 2.7665  -0.7666
C: 1.0371 4.0264 4.0528  0.8929
F: 1.6611 5.0018 3.3951  -0.2382
F: -0.0778 4.5217 4.5564  -0.2241
F: 1.8224 3.6083 5.0378  -0.2459
H: -2.6433 2.3513 1.3809  0.1268
H: -2.9347 1.6952 2.9741  0.5335
H: -2.7569 0.5511 1.6532  0.3505
H: -0.4081 1.2314 1.3124  -0.3566
H: -0.7273 0.5925 2.9025  0.5058
C: 1.1016 1.3695 -3.5988  -1.0638
C: 1.9412 2.3936 -2.8776  0.5587
O: 1.0699 3.3864 -2.3258  -0.2821
C: 0.6430 3.3236 -1.0990  0.2270
O: 0.9485 2.5308 -0.2410  -0.0316
C: -0.3830 4.4232 -0.7493  0.6517
F: 0.2271 5.3920 -0.0566  -0.2603
F: -0.8889 4.9993 -1.8444  -0.2596
F: -1.3651 3.8816 -0.0471  -0.1302
H: 0.4196 1.8569 -4.2984  0.3666
H: 0.4940 0.7639 -2.9235  0.0588
H: 1.6901 0.6941 -4.2220  0.4668
H: 2.5882 2.9193 -3.5757  0.3652
H: 2.5137 1.9108 -2.0834  -0.3774
C: -2.7379 -6.3218 2.4191  -1.1424
C: -1.2755 -6.2261 2.7847  -0.2247
O: -0.7374 -4.9107 2.5485  -0.3114
C: -0.3806 -4.6419 1.3032  -0.0042
O: -0.4869 -5.3858 0.3778  -0.5143
C: 0.1759 -3.2117 1.2207  1.2638
F: 0.5953 -2.9202 -0.0123  -0.2092
F: -0.7031 -2.2709 1.5843  -0.2313
F: 1.2441 -3.2101 2.0358  -0.2928
H: -3.1924 -7.1471 2.9639  0.3730
H: -2.8632 -6.4020 1.3409  0.3079
H: -3.2801 -5.4156 2.7022  0.2975
H: -0.7682 -6.9869 2.1879  0.2908
H: -1.0570 -6.4940 3.8149  0.4014
C: -2.2225 -0.6501 -0.9850  -0.8595
C: -2.6220 0.6758 -1.6226  -0.1344
O: -3.4445 1.4623 -0.7834  -0.1671
C: -4.7640 1.3596 -0.7651  0.2937
O: -5.3953 0.5238 -1.3286  -0.5106
C: -5.4594 2.3802 0.1233  0.8896
F: -5.6788 1.8037 1.3093  -0.2582
F: -4.6941 3.4502 0.3630  -0.2086
F: -6.5849 2.7678 -0.4258  -0.2410
H: -1.6461 -1.2852 -1.6614  0.4982
H: -3.0922 -1.2171 -0.6578  0.4364
H: -1.5277 -0.4652 -0.1644  0.0140
H: -3.0990 0.5949 -2.6019  0.4773
H: -1.6997 1.2223 -1.8355  -0.1776

Properties
Orbital gap (alpha / beta) = 0.3505 / 0.3061 Ha
2S+1 = 3
Calculated total energy = -4611.425865 a.u.
Relative energy (zero: lowest compared OMol25 entry of this formula, charge and spin) = 14.0 kcal/mol
Net charge = +1